{
  "formula": "C24H25IrN2O4S3",
  "method": "ωB97M-V with the def2-TZVPD basis set",
  "symbols": ["Ir", "O", "C", "C", "C", "C", "C", "C", "C", "O", "N", "N", "C", "S", "C", "C", "S", "H", "H", "H", "H", "H", "H", "H", "H", "H", "C", "C", "O", "H", "H", "H", "H", "H", "H", "O", "S", "C", "C", "C", "C", "C", "C", "C", "C", "C", "C", "C", "C", "H", "H", "H", "H", "H", "H", "H", "H", "H", "H"],
  "positions_angstrom": [[-0.39815, -0.28598, -0.32435], [-2.45283, -4.23285, -1.96641], [-1.44263, -4.68798, -2.63274], [-1.64278, -5.94694, -3.29137], [-0.63032, -6.50731, -4.02867], [0.59139, -5.84178, -4.12820], [0.80507, -4.59429, -3.47054], [-0.18437, -4.00335, -2.72607], [0.01876, -2.71883, -2.03395], [-0.93860, -2.19066, -1.40696], [1.27186, -2.18189, -2.11119], [1.39904, -1.06337, -1.42965], [2.65639, -0.55390, -1.44694], [2.92775, 0.89427, -0.59980], [4.74551, 0.77141, -0.69815], [5.08700, 0.09333, -2.01027], [3.94411, -1.30730, -2.24679], [-2.23082, -3.36698, -1.55196], [-2.61212, -6.41574, -3.17806], [-0.77665, -7.45496, -4.52871], [1.39811, -6.26921, -4.70905], [1.76617, -4.10886, -3.56358], [5.07889, 0.19964, 0.16779], [5.15228, 1.78001, -0.64605], [6.10041, -0.30642, -2.00064], [4.97278, 0.75768, -2.86685], [-1.52355, 3.43005, -2.58970], [-0.57048, 2.40887, -2.02584], [-1.30737, 1.21289, -1.59315], [-0.98886, 4.36309, -2.76489], [-2.33692, 3.63096, -1.89207], [-1.93900, 3.10831, -3.54527], [-0.07471, 2.76212, -1.12075], [0.17647, 2.09225, -2.75631], [-1.97772, 0.97642, -2.24856], [-0.37621, -0.37278, 1.67859], [0.27852, 0.70502, 2.62342], [-0.64015, 0.53916, 4.12141], [-1.90629, -0.03149, 4.14895], [-2.56824, -0.08614, 5.36432], [-1.97286, 0.43174, 6.51003], [-0.70366, 0.99195, 6.45973], [-0.01523, 1.04021, 5.25782], [-0.29152, 2.22964, 1.92158], [0.63903, 3.25323, 1.79203], [0.21541, 4.48238, 1.30339], [-1.11448, 4.66659, 0.95036], [-2.03579, 3.63025, 1.08371], [-1.63141, 2.40309, 1.58031], [-2.35057, -0.44706, 3.25575], [-3.55025, -0.53504, 5.42075], [-2.49997, 0.38635, 7.45341], [-0.24302, 1.37914, 7.35769], [0.98490, 1.45325, 5.21352], [1.66999, 3.10243, 2.08785], [0.91940, 5.29812, 1.21373], [-1.44272, 5.63211, 0.58954], [-3.07590, 3.79391, 0.83540], [-2.35312, 1.61127, 1.74238]],
  "nbo_charge": [1.324, -0.498, 0.467, -0.103, -0.184, -0.023, -0.056, -0.178, 0.619, -0.692, -0.270, -0.368, -0.133, 0.472, -0.521, -0.536, 0.535, 0.535, 0.279, 0.281, 0.264, 0.263, 0.260, 0.283, 0.287, 0.259, -0.657, -0.063, -0.776, 0.260, 0.232, 0.232, 0.200, 0.188, 0.523, -0.973, 1.257, -0.210, -0.229, -0.182, -0.143, -0.179, -0.218, -0.330, -0.205, -0.187, -0.160, -0.215, -0.157, 0.231, 0.245, 0.249, 0.250, 0.236, 0.237, 0.249, 0.251, 0.247, 0.232],
  "spin_multiplicity": 6,
  "s2": 8.7853,
  "gap_ev": [7.15, 4.37],
  "total_charge": 3
}

***

{
  "formula": "C12H28N4O4",
  "method": "ωB97M-V with the def2-TZVPD basis set",
  "symbols": ["C", "N", "C", "C", "O", "H", "H", "H", "H", "H", "H", "H", "C", "N", "C", "C", "O", "H", "H", "H", "H", "H", "H", "H", "C", "N", "C", "C", "O", "H", "H", "H", "H", "H", "H", "H", "C", "N", "C", "C", "O", "H", "H", "H", "H", "H", "H", "H"],
  "positions_angstrom": [[-1.38370, 0.81030, -0.66395], [0.03757, 1.14305, -0.43000], [0.36249, 2.48586, -0.96832], [0.96022, 0.19447, 0.03894], [2.17099, 0.40299, 0.16712], [-2.04595, 1.46813, -0.10111], [-1.67082, -0.18266, -0.31799], [-1.63145, 0.87220, -1.72362], [-0.50949, 3.11937, -1.13083], [1.02846, 3.08553, -0.34785], [0.94289, 2.38296, -1.88521], [0.48077, -0.76548, 0.28554], [0.20131, -3.55315, -1.19109], [0.40421, -2.52645, -0.15331], [1.75394, -1.96462, -0.16367], [-0.61299, -2.21877, 0.74055], [-0.55100, -1.34972, 1.58724], [0.16557, -3.17556, -2.21298], [-0.74934, -4.03226, -0.95692], [1.01172, -4.27154, -1.06761], [1.86738, -1.39869, -1.08832], [1.99693, -1.35142, 0.70411], [2.46731, -2.78617, -0.22887], [-1.47682, -2.87705, 0.55979], [1.17071, 3.84286, 1.66966], [2.60311, 3.74561, 1.83688], [3.15033, 2.33017, 1.79569], [3.37967, 4.85638, 1.83286], [4.62128, 4.84434, 1.87545], [0.87593, 2.94246, 1.13070], [0.79838, 4.62612, 1.00937], [0.62963, 3.95679, 2.60900], [3.10746, 1.82897, 0.82871], [4.21718, 2.38887, 2.01126], [2.70261, 1.64349, 2.51410], [2.75140, 5.76051, 1.83744], [-3.55711, -1.92789, 0.33823], [-2.86621, -2.33424, -0.91571], [-2.56889, -1.33400, -1.88352], [-2.56079, -3.63372, -1.15052], [-1.84700, -3.99284, -2.07288], [-4.60880, -1.78802, 0.08824], [-3.16425, -1.06620, 0.87793], [-3.61095, -2.71353, 1.09185], [-2.23440, -0.45267, -1.33630], [-1.77887, -1.60611, -2.58347], [-3.44902, -1.16246, -2.50324], [-2.98172, -4.26610, -0.35358]],
  "nbo_charge": [-0.391, -0.453, -0.430, 0.522, -0.667, 0.205, 0.223, 0.191, 0.209, 0.221, 0.206, 0.189, -0.403, -0.449, -0.431, 0.503, -0.639, 0.202, 0.231, 0.190, 0.200, 0.256, 0.198, 0.133, -0.410, -0.437, -0.451, 0.527, -0.630, 0.212, 0.192, 0.194, 0.254, 0.230, 0.200, 0.108, -0.444, -0.435, -0.447, 0.513, -0.615, 0.208, 0.229, 0.222, 0.210, 0.231, 0.195, 0.130],
  "spin_multiplicity": 1,
  "gap_ev": 9.16
}

***

{
  "formula": "C4H8NO2",
  "method": "ωB97M-V with the def2-TZVPD basis set",
  "symbols": ["C", "C", "C", "C", "N", "O", "O", "H", "H", "H", "H", "H", "H", "H", "H"],
  "positions_angstrom": [[0.70298, -1.20336, 0.41428], [-0.17826, 0.98132, 0.15974], [-1.67011, -1.22399, -0.20427], [-0.35521, -0.52404, -0.39017], [1.28226, 0.88946, 0.43620], [2.15576, 1.11277, -0.61315], [1.37345, -1.80384, 1.06526], [-0.62453, 1.01696, 1.19904], [-0.55194, 1.79794, -0.65645], [1.45618, 1.51598, 1.22196], [-2.23469, -1.04463, -1.01848], [-1.52089, -2.24010, -0.13386], [-2.18771, -0.87103, 0.66192], [-0.01371, -0.51104, -1.38634], [2.36643, 2.10760, -0.75570]],
  "nbo_charge": [0.948, -0.230, -0.599, -0.353, -0.327, -0.554, -0.262, 0.235, 0.260, 0.379, 0.247, 0.237, 0.235, 0.295, 0.488],
  "spin_multiplicity": 1,
  "gap_ev": 10.44,
  "total_charge": 1
}

***

{
  "formula": "C5H7NO",
  "method": "ωB97M-V with the def2-TZVPD basis set",
  "symbols": ["C", "C", "C", "O", "C", "N", "C", "H", "H", "H", "H", "H", "H", "H"],
  "positions_angstrom": [[1.71117, 1.24330, 0.89141], [0.48772, 0.61031, 0.29732], [-0.75107, 1.14653, 0.21391], [-1.62693, 0.25103, -0.35358], [-0.91890, -0.86106, -0.62989], [-1.62723, -1.86825, -1.27378], [0.38194, -0.71553, -0.25904], [1.72669, 1.13172, 1.98261], [1.76311, 2.31370, 0.66773], [2.62118, 0.77611, 0.50270], [-1.17373, 2.09853, 0.49711], [-2.59179, -1.91620, -0.96982], [-1.17939, -2.77045, -1.18877], [1.17725, -1.43975, -0.37792]],
  "nbo_charge": [-0.631, -0.069, 0.033, -0.426, 0.466, -0.813, -0.405, 0.219, 0.221, 0.216, 0.201, 0.385, 0.382, 0.222],
  "spin_multiplicity": 1,
  "gap_ev": 8.62
}

***

{
  "formula": "C38H78N2O9S3",
  "method": "ωB97M-V with the def2-TZVPD basis set",
  "symbols": ["C", "C", "N", "C", "C", "C", "S", "S", "C", "C", "C", "C", "C", "C", "C", "C", "C", "S", "C", "C", "C", "C", "C", "C", "N", "H", "H", "H", "H", "H", "H", "H", "H", "H", "H", "H", "H", "H", "H", "H", "H", "H", "H", "H", "H", "H", "H", "H", "H", "C", "C", "O", "H", "H", "H", "H", "H", "H", "C", "C", "O", "H", "H", "H", "H", "H", "H", "C", "C", "O", "H", "H", "H", "H", "H", "H", "C", "C", "O", "H", "H", "H", "H", "H", "H", "C", "C", "O", "H", "H", "H", "H", "H", "H", "C", "C", "O", "H", "H", "H", "H", "H", "H", "C", "C", "O", "H", "H", "H", "H", "H", "H", "C", "C", "O", "H", "H", "H", "H", "H", "H", "C", "C", "O", "H", "H", "H", "H", "H", "H"],
  "positions_angstrom": [[1.23024, -0.19629, 1.91756], [1.39887, 1.07527, 0.98686], [0.10654, 1.46552, 0.34254], [0.03016, 1.00767, -1.06164], [0.35186, -0.54838, -1.16910], [-0.03218, 2.89180, 0.48316], [0.56226, 4.04115, -0.54040], [-0.95971, 3.46033, 2.00141], [-2.61778, 3.91786, 1.30637], [-2.61595, 5.36098, 0.65523], [-4.08557, 5.89235, 0.37978], [-5.01108, 4.71712, -0.06535], [-5.09993, 4.17237, -1.41824], [-6.03400, 3.08474, -1.75625], [-6.91109, 2.48954, -0.72596], [-6.79046, 3.03432, 0.62041], [-5.86658, 4.10886, 0.97634], [-7.85396, 2.37410, 1.96062], [-8.29878, 0.73053, 1.27333], [-8.73819, -0.28447, 2.24797], [-9.13416, -1.60781, 1.76090], [-9.02485, -1.85557, 0.32377], [-8.58213, -0.84349, -0.64155], [-8.20482, 0.50391, -0.15997], [-7.82144, 1.45864, -1.17319], [2.04586, -0.92895, 1.68193], [0.25730, -0.70238, 1.68886], [1.20322, 0.05366, 3.01258], [1.69161, 1.92842, 1.66204], [2.17163, 0.91364, 0.17995], [-1.04440, 1.11437, -1.38300], [0.74819, 1.52719, -1.75204], [1.44930, -0.70846, -0.95556], [0.21310, -0.83923, -2.24918], [-0.30198, -1.16863, -0.51115], [-2.80127, 3.19025, 0.46533], [-3.39955, 3.79710, 2.10528], [-2.11562, 6.08151, 1.35294], [-2.09058, 5.34414, -0.34112], [-4.09817, 6.68447, -0.42367], [-4.51884, 6.34981, 1.31564], [-4.43705, 4.64448, -2.18987], [-6.03040, 2.75162, -2.81980], [-5.81813, 4.46241, 2.03389], [-8.78596, -0.01366, 3.32898], [-9.49996, -2.37057, 2.48872], [-9.29287, -2.87050, -0.07010], [-8.54775, -1.13781, -1.71540], [-8.62933, 1.83433, -1.67494], [-9.67472, 5.66689, -1.81026], [-10.13426, 4.93978, -3.05988], [-9.06511, 4.17708, -3.61060], [-8.83631, 6.32788, -2.03911], [-10.48566, 6.26079, -1.38312], [-9.32471, 4.95640, -1.05541], [-10.46183, 5.65171, -3.81823], [-10.96840, 4.26705, -2.83433], [-8.78478, 3.54439, -2.93994], [1.49432, 6.96230, 3.24877], [2.13258, 6.42781, 1.98055], [2.09874, 5.00668, 1.96922], [2.01492, 6.57980, 4.12957], [1.52109, 8.05420, 3.26994], [0.45383, 6.63491, 3.32497], [3.17711, 6.73845, 1.91858], [1.60727, 6.79986, 1.09387], [1.17446, 4.73696, 2.01018], [0.06280, -5.71643, -1.40320], [-0.00962, -4.28203, -1.88787], [-0.51209, -3.44107, -0.85515], [-0.92641, -6.06685, -1.09784], [0.44435, -6.37474, -2.18636], [0.71446, -5.79633, -0.52981], [-0.67913, -4.20148, -2.74699], [0.97648, -3.91994, -2.18335], [0.09304, -3.51399, -0.10717], [4.92269, -5.49485, -2.96653], [3.76612, -4.52092, -2.85562], [3.02702, -4.76797, -1.66211], [4.55675, -6.52454, -2.97009], [5.49394, -5.32033, -3.88121], [5.59293, -5.39817, -2.11136], [3.08623, -4.63594, -3.70162], [4.12683, -3.48675, -2.83989], [3.63138, -4.65626, -0.91413], [-0.47245, -4.88311, -6.12632], [0.74388, -3.97746, -6.15016], [1.93944, -4.74818, -6.07669], [-0.48348, -5.48459, -5.21476], [-1.39477, -4.30044, -6.17528], [-0.45246, -5.57973, -6.96896], [0.73114, -3.29885, -5.29608], [0.76563, -3.37947, -7.06694], [1.95223, -5.34041, -6.83769], [3.78642, -3.74483, 3.56344], [3.52549, -3.46581, 2.09884], [3.96071, -4.56578, 1.29604], [4.85035, -3.91942, 3.73609], [3.46204, -2.90860, 4.18150], [3.25819, -4.64752, 3.88616], [4.07136, -2.57846, 1.77779], [2.45862, -3.30020, 1.91685], [3.46765, -5.34543, 1.57841], [7.18968, -8.71713, -1.59957], [8.14860, -7.54322, -1.54312], [7.46908, -6.36616, -1.11877], [6.36662, -8.50576, -2.28525], [7.70054, -9.62372, -1.93089], [6.74759, -8.90284, -0.61685], [8.57098, -7.34743, -2.52937], [8.97079, -7.74541, -0.84891], [7.10481, -6.53969, -0.24228], [5.84632, 4.37572, 2.30458], [6.81133, 5.54330, 2.37701], [6.14397, 6.71109, 2.84600], [5.01225, 4.60923, 1.63961], [6.34771, 3.47633, 1.93937], [5.41987, 4.16499, 3.28921], [7.21826, 5.76518, 1.38979], [7.64454, 5.31925, 3.05156], [5.79399, 6.51421, 3.72287], [6.48027, -0.01135, 5.49406], [5.91028, -1.30651, 4.94840], [4.92025, -1.03720, 3.96054], [5.68858, 0.60062, 5.93095], [7.23587, -0.20782, 6.25753], [6.93544, 0.57827, 4.69360], [5.43816, -1.88194, 5.74587], [6.69846, -1.91999, 4.49948], [5.34380, -0.53630, 3.25303]],
  "mulliken_charge": [-0.911, -0.308, 0.293, -0.696, -0.793, -0.282, -0.180, -0.107, -0.549, -0.084, -1.166, 0.465, -0.479, -0.359, -0.092, 0.414, -0.716, -0.339, 0.621, -0.530, -0.505, -0.369, -0.515, 0.112, -0.065, -0.016, 0.338, 0.407, 0.283, 0.386, 0.324, 0.437, 0.195, 0.369, 0.195, 0.222, 0.393, 0.130, 0.227, 0.397, 0.311, 0.365, 0.440, 0.272, 0.305, 0.340, 0.296, 0.364, 0.326, -0.859, -0.231, -0.536, 0.233, 0.358, 0.226, 0.292, 0.250, 0.181, -1.088, -0.171, -0.253, 0.265, 0.378, 0.269, 0.336, 0.199, -0.026, -1.163, 0.272, -0.533, 0.370, 0.322, 0.225, 0.290, -0.060, 0.275, -1.129, 0.039, -0.334, 0.229, 0.393, 0.335, 0.048, 0.272, 0.167, -1.024, -0.090, -0.493, 0.192, 0.310, 0.413, 0.168, 0.290, 0.273, -1.162, 0.125, -0.484, 0.218, 0.266, 0.485, 0.208, 0.032, 0.270, -0.931, -0.292, -0.470, 0.187, 0.348, 0.319, 0.286, 0.284, 0.261, -0.828, -0.303, -0.506, 0.145, 0.343, 0.308, 0.286, 0.261, 0.291, -1.187, -0.278, -0.352, 0.294, 0.350, 0.338, 0.304, 0.320, 0.220],
  "spin_multiplicity": 1,
  "gap_ev": 7.51
}

***

{
  "formula": "C12H22F6N2O3S2SbTi",
  "method": "ωB97M-V with the def2-TZVPD basis set",
  "symbols": ["Ti", "C", "N", "C", "C", "O", "C", "O", "C", "C", "O", "N", "C", "C", "H", "H", "H", "H", "H", "H", "H", "H", "H", "H", "H", "H", "H", "H", "H", "H", "C", "C", "S", "C", "C", "S", "H", "H", "H", "H", "H", "H", "F", "Sb", "F", "F", "F", "F", "F"],
  "positions_angstrom": [[-1.17011, 0.29681, -0.00143], [0.48314, -2.51915, 4.03659], [-0.27289, -1.59554, 3.19216], [-1.71658, -1.55351, 3.43841], [0.14668, -1.36444, 1.95369], [-0.67544, -1.05378, 1.05852], [1.62967, -1.26727, 1.64534], [1.82173, -0.42491, 0.54664], [2.31548, 0.86983, 0.72317], [1.18869, 1.87218, 0.92355], [0.01828, 1.46582, 1.11401], [1.48007, 3.15863, 0.91383], [0.41776, 4.15772, 1.00275], [2.83695, 3.62663, 0.65754], [0.28041, -2.29118, 5.08086], [1.55018, -2.41484, 3.85535], [0.19076, -3.55098, 3.83756], [-1.87251, -1.36029, 4.49798], [-2.19330, -2.49969, 3.17596], [-2.16576, -0.75543, 2.85549], [2.01043, -2.24709, 1.34054], [2.17570, -0.92117, 2.52733], [2.84684, 1.09962, -0.20332], [3.02596, 0.93669, 1.55635], [-0.54550, 3.66086, 1.01701], [0.45931, 4.81146, 0.13281], [0.53787, 4.75156, 1.90940], [3.18675, 3.31013, -0.32552], [3.53203, 3.26659, 1.41691], [2.83793, 4.71177, 0.68732], [-0.74901, -3.77701, -3.44179], [-0.03992, -2.64371, -2.76158], [0.80348, -2.86668, -1.26263], [0.05494, -1.39225, -3.25827], [-0.51013, -0.92952, -4.56711], [0.92064, -0.33750, -2.19103], [-0.80934, -4.64207, -2.78291], [-0.21246, -4.07546, -4.34731], [-1.76008, -3.48370, -3.73515], [-0.26605, -1.62805, -5.37183], [-0.12575, 0.05695, -4.82216], [-1.59726, -0.84503, -4.50422], [-2.12464, -0.71430, -1.12072], [-3.58643, 1.71633, -1.83527], [-5.17619, 2.17713, -2.83972], [-2.76665, 1.15304, -3.46285], [-2.93204, 3.51200, -2.07871], [-0.94309, 1.65575, -1.15880], [-2.54054, 0.88701, 0.97527]],
  "nbo_charge": [1.785, -0.415, -0.357, -0.427, 0.760, -0.621, -0.159, -0.479, -0.159, 0.711, -0.682, -0.361, -0.419, -0.422, 0.220, 0.218, 0.220, 0.215, 0.218, 0.252, 0.259, 0.193, 0.250, 0.198, 0.255, 0.223, 0.205, 0.225, 0.209, 0.231, -0.647, -0.193, -0.220, -0.221, -0.649, -0.122, 0.219, 0.213, 0.215, 0.204, 0.225, 0.229, -0.508, 2.137, -0.721, -0.697, -0.712, -0.549, -0.553],
  "spin_multiplicity": 2,
  "s2": 0.7576,
  "gap_ev": [5.00, 4.88]
}